DFT (ωB97M-V with the def2-TZVPD basis set) results for an isolated molecule of C5H6O2.

Last column: Löwdin charge in e.
Atoms and positions in Å:
1 C 0.929 -0.336 0.964  -0.0205
2 C -0.179 0.274 0.091  -0.3575
3 O -0.045 -0.164 -1.280  -0.0093
4 C 0.807 0.528 -2.044  -0.3378
5 O 1.490 1.452 -1.691  0.0777
6 C -1.489 -0.170 0.576  -0.0747
7 C -2.467 -0.581 1.141  0.1350
8 H 1.255 -1.281 0.522  0.0940
9 H 0.546 -0.555 1.961  0.0826
10 H 1.783 0.339 1.043  0.0829
11 H -0.111 1.368 0.103  0.1476
12 H 0.775 0.115 -3.064  0.1486
13 H -3.293 -0.991 1.676  0.0314

HOMO level	-10.40	eV
E	-9375.1484	eV
net charge	0
HOMO-LUMO gap	11.37	eV
LUMO level	0.97	eV

***

DFT (ωB97M-V with the def2-TZVPD basis set) results for an isolated molecule of C10H15NO3S2 in a non-equilibrium geometry.

Last column: Löwdin charge in e.
Atoms and positions in Å:
1 O 1.447 -0.450 5.881  -0.2902
2 O 0.558 1.250 4.319  -0.3538
3 O 2.509 1.842 5.412  -0.2044
4 S 2.949 -0.142 3.303  0.8222
5 C 1.627 -1.347 1.112  -0.1086
6 C 1.533 1.038 1.208  -0.0399
7 C 0.907 -1.376 -0.129  0.0144
8 C 0.561 1.078 0.074  0.0017
9 C 1.991 -0.185 1.812  -0.6063
10 C 0.274 -0.107 -0.577  -0.2166
11 N -0.484 0.020 -1.777  -0.1030
12 C -1.330 -1.971 -3.119  -0.0780
13 C -2.725 0.796 -1.128  -0.0979
14 C -0.221 -0.853 -2.975  -0.1945
15 C -1.572 1.046 -1.958  -0.2544
16 S 1.682 0.518 4.879  0.4172
17 H 1.745 2.388 5.333  0.0340
18 H 2.017 -2.265 1.502  0.0916
19 H 2.028 1.964 1.451  0.0963
20 H 0.589 -2.362 -0.552  0.1096
21 H 0.122 2.004 -0.285  0.0965
22 H -1.109 -2.553 -4.056  0.0820
23 H -1.346 -2.678 -2.299  0.0555
24 H -2.284 -1.444 -3.169  0.0528
25 H -3.105 -0.146 -1.356  0.0581
26 H -2.349 0.781 -0.134  0.0748
27 H -3.452 1.556 -1.207  0.0779
28 H -0.194 -0.214 -3.848  0.0967
29 H 0.778 -1.366 -2.913  0.1178
30 H -1.171 2.058 -1.771  0.1032
31 H -1.976 1.119 -3.033  0.1456

HOMO level	-8.06	eV
E	-39913.7628	eV
net charge	0
HOMO-LUMO gap	7.96	eV
LUMO level	-0.10	eV

***

DFT (ωB97M-V with the def2-TZVPD basis set) results for a 2-piece molecular cluster, C2H4N2 overall in a non-equilibrium geometry.

Last column: Löwdin charge in e.
Atoms and positions in Å:
1 C 0.194 2.716 0.504  -0.0044
2 C 0.944 1.856 0.121  -0.0099
3 H -0.433 3.504 0.822  0.0060
4 H 1.538 1.054 -0.171  -0.0085
5 H 0.490 -2.212 0.064  0.0583
6 H -1.334 -3.059 -0.094  0.0530
7 N -0.151 -1.668 -0.576  -0.0484
8 N -1.248 -2.190 -0.670  -0.0460

HOMO level	-9.61	eV
E	-5114.8052	eV
net charge	0
HOMO-LUMO gap	10.49	eV
LUMO level	0.89	eV

***

Q: Which energy above the lowest of the compared OMol25 structures with the same formula, charge and spin values were calculated for the entries above? A: 44.9; 39.6; 95.8, in kcal per mole.